Entry 1:
Below is a structure of composition C33H43AsIrNSi, with properties calculated with ωB97M-V/def2-TZVPD.

- 2S+1 = 1
- HOMO level (eV) = -6.84
- LUMO energy (hartree) = 0.01883

Each line ends with the Löwdin charge.
Atoms and positions in Å:
Ir -0.91787 0.29769 2.17916  1.1296
C -1.61048 0.96123 4.10486  -0.2179
C -2.75638 0.81731 3.25725  -0.1981
C -2.89211 -0.54374 2.88657  -0.1987
C -1.79426 -1.24955 3.48068  -0.2251
C -1.02415 -0.34689 4.26241  -0.2320
H -1.28691 1.87123 4.58229  0.1128
H -3.38369 1.62754 2.91936  0.1144
H -3.66282 -0.95385 2.25654  0.0969
H -1.58908 -2.30218 3.36551  0.1054
H -0.17544 -0.60390 4.87163  0.0917
C 2.22835 -1.55181 2.96483  -0.1776
Si 2.38912 0.32059 3.02269  0.4072
C 2.54020 0.87370 4.81791  -0.1834
C 4.00374 0.74362 2.15271  -0.1770
C 0.99194 1.21053 2.17139  -0.4040
H 3.06674 -2.03008 3.47810  0.0316
H 2.24201 -1.88823 1.92601  0.0048
H 1.29945 -1.90506 3.41786  0.0083
H 3.30121 0.29632 5.34856  0.0280
H 1.60466 0.77926 5.37162  0.0092
H 2.83499 1.92544 4.85927  0.0290
H 4.86556 0.27170 2.63143  0.0278
H 4.17385 1.82319 2.14139  0.0312
H 3.96574 0.40438 1.11259  0.0142
H 1.32307 1.39620 1.14960  -0.0423
H 0.90292 2.20814 2.62122  0.0097
C -3.70630 -3.84519 -4.15583  -0.0465
C -2.90475 -2.99516 -3.20985  -0.2606
C -2.25197 -1.85295 -3.64332  -0.0111
C -1.51589 -1.04719 -2.77861  -0.2607
C -0.82419 0.14912 -3.37545  -0.0549
C -1.44241 -1.39734 -1.42171  -0.2451
As -0.42833 -0.29956 -0.16506  1.2527
N -1.22874 1.19612 0.32239  -0.3686
C -1.87484 2.31604 -0.13238  -0.3912
C -2.52292 2.36767 -1.37424  -0.0566
C -3.14906 3.52967 -1.79740  -0.0962
C -3.16897 4.66272 -0.99538  -0.1180
C -2.55108 4.61162 0.24849  -0.1000
C -1.91106 3.46134 0.67704  -0.0572
C 1.31353 -0.05890 -1.01966  -0.2659
C 1.83903 1.17213 -1.43510  -0.2679
C 1.08086 2.47457 -1.39032  -0.0360
C 3.13496 1.19909 -1.94618  -0.0112
C 3.91829 0.06113 -2.05445  -0.2677
C 5.31867 0.12454 -2.59841  -0.0458
C 3.37312 -1.14656 -1.64065  -0.0179
C 2.08482 -1.22868 -1.12902  -0.2764
C 1.56589 -2.58781 -0.73087  -0.0641
C -2.09187 -2.55437 -0.96287  -0.2733
C -2.06536 -3.01375 0.47278  -0.0702
C -2.80494 -3.33122 -1.86688  -0.0162
H -3.59233 -3.50687 -5.18469  0.0742
H -4.76775 -3.80867 -3.90418  0.0842
H -3.39434 -4.88917 -4.10298  0.0817
H -2.31374 -1.57031 -4.68876  0.1169
H -1.33550 0.46215 -4.28587  0.0895
H 0.20894 -0.09303 -3.63275  0.0954
H -0.80055 0.99951 -2.70016  0.0191
H -2.55793 1.47639 -1.98857  0.0871
H -3.64268 3.54220 -2.76192  0.0995
H -3.66344 5.56519 -1.32873  0.0918
H -2.55907 5.48389 0.89123  0.0985
H -1.41556 3.42223 1.64058  0.0972
H 0.64512 2.67077 -0.41368  0.0588
H 0.25712 2.49090 -2.10734  0.0706
H 1.74797 3.29834 -1.64153  0.0833
H 3.54428 2.15301 -2.26063  0.1156
H 5.61997 1.15293 -2.79274  0.0741
H 5.39993 -0.43406 -3.53268  0.0823
H 6.02954 -0.31052 -1.89431  0.0820
H 3.96713 -2.05212 -1.71064  0.1203
H 2.39025 -3.29460 -0.64393  0.0842
H 0.86286 -2.97716 -1.46964  0.0853
H 1.05226 -2.56557 0.23251  0.0387
H -1.13454 -2.76178 0.97658  0.0306
H -2.20430 -4.09354 0.51820  0.0838
H -2.87295 -2.55136 1.04264  0.0651
H -3.29756 -4.22856 -1.50653  0.1213

Entry 2:
Below is a structure of composition C33H43Cl2MoN2OP3, with properties calculated with ωB97M-V/def2-TZVPD.

- 2S+1 = 3
- charge = +2
- HOMO level (alpha / beta) (eV) = -13.23 / -13.60
- LUMO energy (alpha / beta) (hartree) = -0.22230 / -0.20697

Each line ends with the Löwdin spin population.
Atoms and positions in Å:
P 3.13181 -3.73345 -1.02871  -0.0048
C 2.34199 -5.32947 -1.16094  -0.0006
C 2.58496 -6.15658 -2.27376  -0.0008
H 3.17795 -5.78428 -3.10986  0.0000
C 2.07751 -7.45741 -2.28502  0.0001
H 2.28615 -8.10287 -3.13630  0.0000
C 1.31434 -7.92371 -1.20917  -0.0005
H 0.92959 -8.94309 -1.22015  0.0000
C 1.04209 -7.08536 -0.12068  0.0001
H 0.43975 -7.44451 0.71314  0.0000
C 1.54768 -5.78665 -0.09502  -0.0002
H 1.34262 -5.12106 0.74785  -0.0001
C 3.67591 -3.17890 -2.64096  0.0006
C 2.72405 -3.05060 -3.67135  0.0003
H 1.68495 -3.34091 -3.49148  0.0004
C 3.11513 -2.55998 -4.91739  0.0002
H 2.36839 -2.43225 -5.70094  0.0000
C 4.46033 -2.26172 -5.15932  -0.0005
H 4.76989 -1.91069 -6.14450  0.0000
C 5.41133 -2.42307 -4.14831  0.0002
H 6.46282 -2.21233 -4.33918  0.0000
C 5.02509 -2.85993 -2.88045  -0.0006
H 5.76580 -2.99143 -2.08817  0.0000
C 4.45320 -3.77871 0.17932  0.0002
C 5.32547 -4.88587 0.16041  -0.0006
H 5.17357 -5.68106 -0.57060  0.0000
C 6.37693 -4.95655 1.07569  0.0000
H 7.05133 -5.80994 1.04663  0.0000
C 6.55542 -3.93808 2.01860  -0.0001
H 7.38215 -3.99531 2.72619  0.0000
C 5.67119 -2.85382 2.06054  0.0002
H 5.80421 -2.06014 2.79517  0.0000
C 4.60698 -2.78124 1.15986  0.0019
H 3.87802 -1.96926 1.23145  0.0015
Mo 0.03429 -0.20574 -0.12960  1.7300
C 1.25435 1.46279 -0.89795  -0.0305
C 2.42392 1.20776 -1.51946  0.0588
H 0.89056 2.49949 -0.79205  -0.0032
C 2.88275 -0.24247 -1.47993  -0.0022
O 4.13166 -0.25247 -0.75326  -0.0003
H 4.44198 -1.18191 -0.64485  0.0003
C 1.80730 -1.04714 -0.79255  -0.0273
H 3.03857 -0.63969 -2.50252  -0.0007
C 1.66316 -2.30266 -0.42731  0.1175
Cl -1.39795 1.68031 0.36612  0.0255
Cl -1.41643 -1.90778 0.81229  0.0524
P -1.32669 -0.45136 -2.09632  0.0323
C -3.11114 -0.17532 -1.86218  0.0015
H -3.29275 0.89541 -1.71714  0.0007
H -3.43957 -0.71302 -0.96618  0.0000
H -3.65564 -0.54175 -2.74215  -0.0007
C -0.87719 0.68338 -3.44322  0.0091
H 0.16846 0.51584 -3.72979  -0.0001
H -0.97932 1.71486 -3.08505  -0.0004
H -1.53053 0.51958 -4.31006  0.0007
C -1.21838 -2.10371 -2.84322  0.0067
H -1.30225 -2.85945 -2.05363  0.0000
H -0.25228 -2.21939 -3.34940  -0.0002
H -2.03507 -2.22963 -3.56661  0.0003
P 3.50428 2.43708 -2.29884  0.0090
C 2.56854 3.94079 -2.49344  -0.0001
C 3.97462 1.72813 -3.87949  0.0017
H 2.24258 4.31373 -1.51369  0.0000
H 1.68988 3.76761 -3.12948  0.0000
H 3.21844 4.68759 -2.97060  0.0000
H 4.52620 0.78976 -3.73032  0.0000
H 4.60951 2.44628 -4.41474  0.0001
H 3.07402 1.52428 -4.47509  0.0001
C 4.93414 2.65338 -1.24786  0.0037
H 4.61137 3.02889 -0.26799  0.0001
H 5.61780 3.37427 -1.71427  0.0006
H 5.42430 1.68140 -1.11127  0.0000
H 0.85988 -2.75070 0.14383  0.0031
C 3.25373 1.54067 4.39368  0.0002
N 2.13580 0.89902 3.72217  0.0029
C 0.96563 0.42108 4.31452  0.0004
C 0.18258 -0.03942 3.29545  0.0015
N 0.85728 0.15643 2.10578  0.0019
C 2.02862 0.70445 2.38417  0.0072
H 3.36658 2.57772 4.05061  0.0001
H 3.06577 1.53669 5.47430  0.0000
H 4.18663 1.00316 4.18347  0.0001
H 0.79133 0.45094 5.37865  -0.0001
H -0.79875 -0.49192 3.31419  0.0005
H 2.80052 0.98962 1.67792  0.0003